Entry 1:
C33H33IrN4OPS | ωB97M-V with the def2-TZVPD basis set

Calculated values
**Spin multiplicity**: 6
**Charge**: +4

Each line ends with the Löwdin charge.
Atoms and positions in Å:
Ir -7.32 -7.49 17.26  1.0170
C -10.06 -11.85 18.69  0.0427
N -8.83 -11.32 19.31  -0.0776
C -8.25 -11.84 20.41  0.0671
C -7.18 -11.06 20.75  0.0632
N -7.13 -10.04 19.86  0.0487
C -8.16 -10.19 18.96  -0.5724
S -8.67 -9.25 17.66  0.8065
C -6.08 -9.07 19.93  -0.2617
C -5.47 -8.82 21.15  0.0424
C -4.33 -8.02 21.17  0.0433
C -3.85 -7.51 19.95  0.0134
C -4.60 -7.73 18.82  -0.1183
N -5.71 -8.49 18.81  0.0120
H -10.17 -12.91 18.94  0.1254
H -9.95 -11.85 17.62  0.0705
H -10.92 -11.25 19.02  0.1340
H -8.58 -12.81 20.84  0.1887
H -6.48 -11.17 21.56  0.1616
H -5.86 -9.29 22.06  0.1373
H -3.80 -7.85 22.11  0.1539
H -2.95 -6.91 19.92  0.1380
H -4.35 -7.32 17.87  0.1095
C -8.97 -3.83 17.21  -0.0204
C -8.02 -4.35 18.28  -0.3701
C -8.54 -5.65 18.83  -0.1198
C -6.60 -4.53 17.79  -0.2462
C -6.00 -3.33 17.04  0.0209
O -5.79 -3.87 15.69  0.0611
C -6.08 -5.14 15.65  -0.3105
N -6.54 -5.62 16.76  -0.0583
C -5.79 -5.78 14.33  -0.1139
C -4.79 -5.12 13.62  0.0379
C -4.28 -5.64 12.44  0.0224
C -4.83 -6.80 11.94  0.0025
C -5.86 -7.44 12.61  -0.0579
C -6.34 -6.98 13.84  -0.2757
P -7.75 -7.90 14.60  1.0326
C -8.95 -7.27 13.35  -0.2366
C -9.23 -7.96 12.12  0.0043
C -10.00 -7.38 11.17  0.0179
C -10.51 -6.08 11.37  0.1185
C -10.23 -5.43 12.61  0.0405
C -9.44 -5.99 13.56  -0.0610
C -7.49 -9.66 14.42  -0.4388
C -8.63 -10.50 14.54  -0.1378
C -8.54 -11.87 14.72  -0.0468
C -7.27 -12.46 14.70  -0.0177
C -6.15 -11.65 14.68  -0.0285
C -6.25 -10.27 14.51  -0.0760
H -9.98 -3.86 17.62  0.1144
H -8.92 -4.46 16.33  0.0554
H -8.79 -2.83 16.90  0.0877
H -7.97 -3.66 19.10  0.1635
H -9.08 -6.25 18.06  0.0447
H -9.26 -5.59 19.65  0.1284
H -7.79 -6.30 19.33  0.0716
H -5.96 -4.85 18.60  0.1484
H -5.03 -3.04 17.41  0.1508
H -6.65 -2.45 16.96  0.1468
H -4.43 -4.20 14.03  0.1371
H -3.53 -5.12 11.89  0.1371
H -4.46 -7.21 10.99  0.1447
H -6.34 -8.30 12.16  0.1166
H -8.81 -8.93 11.90  0.1294
H -10.24 -7.88 10.25  0.1430
H -11.14 -5.60 10.61  0.1582
H -10.66 -4.44 12.80  0.1532
H -9.27 -5.49 14.49  0.0952
H -9.59 -10.02 14.52  0.1053
H -9.44 -12.47 14.71  0.1272
H -7.17 -13.51 14.82  0.1227
H -5.19 -12.12 14.70  0.1229
H -5.34 -9.72 14.45  0.1082

---

Entry 2:
C33H33N2O8RhS | ωB97M-V with the def2-TZVPD basis set

Each line ends with the Löwdin charge.
Atoms and positions in Å:
Rh 0.39 -0.98 -1.20  1.3364
O 0.63 0.47 -2.50  -0.2987
C 1.49 0.06 -3.55  -0.2149
C 1.02 -1.31 -3.98  -0.1143
N 0.93 -2.15 -2.75  -0.2829
C 2.26 -2.68 -2.33  -0.0531
C 3.06 -1.65 -1.50  -0.6234
O 4.27 -1.68 -1.55  0.0768
O 2.35 -0.85 -0.76  -0.1262
C -0.16 -3.14 -2.88  -0.0633
C -1.52 -2.48 -2.57  -0.5996
O -2.51 -2.89 -3.13  0.0841
O -1.50 -1.55 -1.65  -0.1582
H -0.60 0.91 -3.05  -0.0158
H 2.53 0.05 -3.21  0.1204
H 1.41 0.77 -4.37  0.1374
H 1.64 -1.81 -4.72  0.1395
H 0.00 -1.22 -4.37  0.1351
H 2.85 -3.00 -3.20  0.1347
H 2.09 -3.55 -1.69  0.1344
H 0.01 -3.94 -2.15  0.1338
H -0.18 -3.58 -3.87  0.1369
O -1.57 1.20 -3.26  -0.3089
S -2.17 1.25 -1.79  1.2036
C -2.68 2.93 -1.59  -0.3560
C -3.34 3.60 -2.61  -0.0560
C -3.71 4.91 -2.42  -0.0641
C -3.42 5.55 -1.21  -0.0680
C -2.77 4.87 -0.19  -0.0594
C -2.38 3.54 -0.38  -0.0533
C -3.75 0.46 -1.97  -0.3637
C -4.56 0.41 -0.84  -0.0589
C -5.79 -0.21 -0.94  -0.0586
C -6.19 -0.77 -2.14  -0.0690
C -5.37 -0.72 -3.25  -0.0617
C -4.13 -0.10 -3.17  -0.0710
H -3.56 3.09 -3.54  0.1193
H -4.22 5.45 -3.20  0.1086
H -3.72 6.58 -1.06  0.1073
H -2.55 5.36 0.74  0.1108
H -1.88 2.98 0.40  0.1064
H -4.21 0.82 0.10  0.1048
H -6.43 -0.27 -0.07  0.1086
H -7.16 -1.26 -2.21  0.1054
H -5.67 -1.17 -4.18  0.1106
H -3.46 -0.07 -4.02  0.1123
C 6.57 -1.23 2.57  -0.0485
C 5.19 -1.47 3.11  -0.2323
C 4.98 -2.46 4.07  -0.0606
C 3.71 -2.70 4.57  -0.0862
C 2.64 -1.97 4.11  -0.0410
C 2.83 -0.96 3.16  -0.1984
N 1.72 -0.27 2.63  0.0958
C 0.65 0.21 3.35  -0.1751
C 0.79 0.45 4.73  -0.0288
C -0.24 0.96 5.49  -0.0848
C -1.47 1.26 4.90  -0.0987
C -1.62 1.03 3.55  -0.0367
C -0.59 0.51 2.76  -0.0625
C -0.93 0.31 1.31  -0.5252
O -2.03 0.62 0.87  -0.0348
O 0.04 -0.19 0.59  -0.1681
C 4.11 -0.69 2.67  -0.1552
C 4.35 0.42 1.68  -0.0301
H 7.27 -1.98 2.94  0.0730
H 6.94 -0.24 2.86  0.0817
H 6.58 -1.26 1.48  0.0839
H 5.82 -3.05 4.41  0.1038
H 3.56 -3.48 5.31  0.0995
H 1.64 -2.17 4.47  0.1151
H 1.61 -0.27 1.63  0.0980
H 1.75 0.25 5.20  0.1100
H -0.09 1.14 6.54  0.1030
H -2.28 1.66 5.49  0.0953
H -2.56 1.25 3.06  0.1103
H 3.49 1.07 1.60  0.0775
H 4.57 0.02 0.69  0.0729
H 5.21 1.02 1.99  0.0790

---

Entry 3:
C33H34ClF4GeN2O5SSc | ωB97M-V with the def2-TZVPD basis set

Calculated values
**Energy relative to the best compared isomer or geometry (same formula, charge and spin)**: 65.30 kcal/mol
**Charge**: -2

Each line ends with the Löwdin charge.
Atoms and positions in Å:
Sc -0.09 -0.06 -0.08  0.6182
C 1.87 1.82 1.73  -0.1077
N 1.03 0.66 2.02  -0.3241
C 1.77 -0.34 2.78  -0.0975
C -0.18 1.09 2.72  -0.2374
C -1.20 -0.03 2.91  -0.2299
N -1.18 -0.95 1.77  -0.0246
C -1.84 -2.09 1.89  -0.1946
C -1.56 -3.15 0.98  -0.1516
F -0.54 -2.96 0.11  0.0255
C -2.20 -4.36 0.97  -0.2359
F -1.82 -5.29 0.05  0.0495
C -3.20 -4.68 1.88  0.0128
C -3.48 -3.69 2.80  -0.2451
F -4.46 -3.92 3.71  0.0483
C -2.85 -2.47 2.83  -0.1534
F -3.29 -1.58 3.75  0.0436
H 2.18 2.32 2.67  0.0813
H 1.30 2.50 1.10  0.0578
H 2.77 1.50 1.19  0.0752
H 2.04 0.06 3.78  0.0847
H 2.68 -0.61 2.26  0.0736
H 1.16 -1.23 2.91  0.0823
H -0.62 1.87 2.10  0.0670
H 0.09 1.50 3.71  0.1145
H -2.17 0.45 3.05  0.1054
H -0.98 -0.58 3.83  0.1082
H -3.72 -5.62 1.86  0.1095
O 2.93 -1.58 -2.21  -0.3417
Cl 2.78 -0.81 -1.00  0.6683
O 4.06 -0.49 -0.45  -0.3353
O 1.98 -1.55 -0.04  -0.3835
O 2.03 0.41 -1.27  -0.3734
O -0.73 -1.05 -1.94  -0.5696
S -1.41 -2.27 -2.49  1.0032
C -1.68 -1.88 -4.25  -0.2935
C -0.46 -2.38 -5.02  -0.2276
C -0.08 -3.71 -4.36  -0.2352
C -0.05 -3.43 -2.87  -0.2897
H -1.82 -0.80 -4.28  0.0592
H -2.60 -2.38 -4.56  0.0938
H 0.35 -1.66 -4.92  0.1174
H -0.69 -2.49 -6.08  0.1083
H 0.88 -4.09 -4.71  0.1094
H -0.84 -4.46 -4.60  0.1060
H 0.84 -2.86 -2.58  0.0807
H -0.14 -4.30 -2.23  0.0843
C -0.78 1.72 -0.32  -0.4326
Ge -2.37 1.81 -1.21  0.7041
C -2.22 1.72 -3.25  -0.2494
C -3.27 1.81 -4.17  -0.1260
C -3.05 1.67 -5.54  -0.1260
C -1.76 1.45 -6.02  -0.1410
C -0.70 1.38 -5.12  -0.1248
C -0.94 1.50 -3.75  -0.1303
C -3.78 0.38 -0.88  -0.2558
C -4.23 -0.54 -1.83  -0.1436
C -5.09 -1.58 -1.50  -0.1207
C -5.55 -1.72 -0.19  -0.1223
C -5.14 -0.80 0.77  -0.1079
C -4.26 0.22 0.42  -0.1159
C -3.55 3.45 -1.07  -0.2549
C -2.94 4.68 -0.78  -0.1240
C -3.67 5.86 -0.70  -0.1265
C -5.05 5.84 -0.89  -0.1448
C -5.68 4.63 -1.16  -0.1296
C -4.94 3.46 -1.24  -0.1269
H -4.28 1.99 -3.82  0.0904
H -3.88 1.74 -6.23  0.0819
H -1.58 1.34 -7.08  0.0804
H 0.31 1.21 -5.48  0.0930
H -0.13 1.43 -3.03  0.0767
H -3.90 -0.45 -2.86  0.0707
H -5.40 -2.29 -2.26  0.0859
H -6.21 -2.53 0.07  0.0856
H -5.48 -0.90 1.79  0.0936
H -3.92 0.90 1.20  0.0968
H -1.87 4.68 -0.61  0.0785
H -3.16 6.79 -0.48  0.0823
H -5.62 6.76 -0.82  0.0778
H -6.76 4.61 -1.29  0.0816
H -5.45 2.52 -1.44  0.0865

---

Number 1: calculated total energy -65684.6374 eV. Number 2: calculated total energy -67960.6633 eV. Number 3: calculated total energy -159426.3783 eV.